The following is a quantum chemistry calculation of a molecular structure, C26H32IrN4OS2Te, from the Open Molecules 2025 dataset.

Multiplicity: 5
Charge: -1
Energy relative to the best compared isomer or geometry (same formula, charge and spin) (kcal per mole): 7.3

Geometry as XYZ:
```
67
C26H32IrN4OS2Te | the Open Molecules 2025 dataset | the ωB97M-V functional and the def2-TZVPD basis
Ir 0.9345 0.2409 0.1070
C -1.0636 -0.7098 -2.1509
N -0.4067 -1.4495 -1.0615
C -1.4528 -2.0896 -0.2270
C -1.0587 -2.2861 1.2255
N -0.8451 -1.0138 1.8919
C -2.0918 -0.2945 2.1217
C -0.0785 -1.0913 3.1059
C -0.3160 -2.0995 4.0311
C 0.3792 -2.1530 5.2305
C 1.3181 -1.1699 5.5079
C 1.5552 -0.1566 4.5940
C 0.8678 -0.0866 3.3785
S 1.1750 1.2525 2.2870
C 0.5323 -2.4606 -1.5374
C 0.2324 -3.1814 -2.6883
C 1.0632 -4.1897 -3.1490
C 2.2138 -4.4890 -2.4308
C 2.5187 -3.7775 -1.2868
C 1.7015 -2.7417 -0.8044
S 2.1948 -1.8656 0.6186
H -1.8156 -1.3159 -2.6738
H -0.3084 -0.3744 -2.8586
H -1.5546 0.1607 -1.7194
H -1.6928 -3.0724 -0.6493
H -2.3579 -1.4836 -0.3034
H -0.1338 -2.8571 1.2804
H -1.8609 -2.8712 1.7080
H -2.8605 -0.9483 2.5655
H -2.4815 0.1260 1.1924
H -1.9043 0.5226 2.8152
H -1.0546 -2.8595 3.8029
H 0.1908 -2.9535 5.9356
H 1.8788 -1.1964 6.4353
H 2.3002 0.6012 4.8035
H -0.6688 -2.9502 -3.2425
H 0.8149 -4.7275 -4.0556
H 2.8840 -5.2703 -2.7704
H 3.4274 -3.9944 -0.7391
C 2.2549 4.1412 -3.9659
C 1.3690 4.8611 -2.9622
N 0.0586 5.2057 -3.5126
C 0.0403 6.0453 -4.7084
C -0.3417 5.2762 -5.9652
C -1.1340 5.0183 -2.8935
O -2.1730 5.4912 -3.3435
C -1.1843 4.2495 -1.6065
C -1.6988 4.8907 -0.4872
C -1.8259 4.1772 0.6888
C -1.4605 2.8390 0.6991
N -0.9925 2.2036 -0.3729
C -0.8494 2.9067 -1.4961
H 3.1777 3.8297 -3.4777
H 2.5096 4.7764 -4.8172
H 1.7647 3.2383 -4.3318
H 1.8570 5.7838 -2.6259
H 1.2377 4.2307 -2.0863
H 1.0327 6.4859 -4.8131
H -0.6725 6.8533 -4.5443
H 0.3364 4.4394 -6.1338
H -0.3019 5.9328 -6.8373
H -1.3559 4.8903 -5.8712
H -1.9949 5.9301 -0.5538
H -2.1991 4.6415 1.5917
H -1.5041 2.2630 1.6108
H -0.4481 2.3601 -2.3452
Te 2.3713 1.0109 -1.7927
```

Here are the Mulliken charges for atoms 1 to 5, given in e:
1. Ir 1.76
2. C -1.33
3. N 0.53
4. C -1.27
5. C -1.14